C38H33N5PtSb as an isolated structure in a non-equilibrium geometry, computed with wB97M-V/def2-TZVPD.

Structure (XYZ):
```
78
Properties=species:S:1:pos:R:3:forces:R:3:mulliken_charge:R:1
Pt -0.2162 0.3439 -0.7374 -1.2944 -0.2335 0.2446 0.717
C 1.4317 0.1277 -7.4985 0.0626 0.0236 -0.1205 -1.508
C 0.8354 -0.1565 -6.1746 -0.1066 -0.1189 0.0625 0.300
C -0.5316 -0.4699 -6.0515 -0.1543 -0.0873 -0.0144 -1.228
C -1.0813 -0.7453 -4.8347 -0.0135 -0.3300 -0.2331 0.101
C -0.3058 -0.7079 -3.6371 -0.1136 -0.2853 -0.1386 0.629
N -0.8833 -0.9662 -2.4520 0.7817 1.3773 1.2348 -0.572
C -1.8820 -1.8517 -2.3264 0.0493 0.0452 -0.2053 0.604
C -1.8828 -3.0194 -3.1495 -0.2252 0.0230 -0.3795 0.100
C -2.8926 -3.9320 -3.1018 0.1621 -0.0234 -0.1258 -1.140
C -3.9548 -3.7758 -2.1922 0.0890 0.0944 -0.0265 0.357
C -5.0434 -4.7764 -2.1144 -0.0796 -0.0495 -0.0206 -1.515
C -3.9442 -2.6580 -1.3411 0.0887 0.1265 0.1052 -0.514
C -2.9577 -1.6991 -1.3912 -0.0474 -0.1322 0.4231 0.110
N -3.1348 -0.5322 -0.6251 -0.1078 -0.3400 -0.2649 0.132
C -4.3456 -0.0141 -0.2926 -0.3068 0.5088 0.3186 0.019
C -4.1398 1.1235 0.4405 -0.0309 -0.2677 -0.1445 -1.330
C -2.7527 1.2454 0.5237 -0.2028 -0.2382 -0.1063 -0.145
N -2.1504 0.2423 -0.1196 0.4778 0.7269 0.3830 -0.236
C 1.0710 -0.3319 -3.7575 0.3274 0.6040 0.0351 -0.061
C 1.6065 -0.0842 -4.9994 0.0050 -0.1126 0.2497 -0.210
N 1.9265 -0.2144 -2.6401 -0.0330 -0.6432 -0.3659 0.368
C 3.2567 -0.4772 -2.6490 0.4253 0.2066 0.4057 -0.107
C 3.8182 0.1496 -1.5641 -0.0510 0.0073 -0.2787 -1.191
C 2.7572 0.7990 -0.9295 0.0615 0.0524 -0.3487 -0.467
N 1.6129 0.5527 -1.5634 0.1117 0.2283 0.6482 -0.357
H 0.8209 -0.2755 -8.3030 0.0158 0.0034 -0.0160 0.415
H 2.4481 -0.2583 -7.5761 0.0021 -0.0324 0.0363 0.413
H 1.5058 1.2098 -7.6563 -0.0477 0.0422 0.0643 0.348
H -1.1517 -0.4880 -6.9375 -0.0235 0.0338 -0.0137 0.472
H -2.1359 -0.9735 -4.7535 -0.0303 0.1430 0.0171 0.610
H -1.0459 -3.1623 -3.8203 0.0690 -0.0853 0.0975 0.668
H -2.8753 -4.7905 -3.7599 0.0449 -0.0602 0.0600 0.460
H -5.0864 -5.3860 -3.0136 -0.0175 -0.0250 0.0063 0.403
H -6.0101 -4.3022 -1.9459 -0.0081 0.0185 0.0103 0.415
H -4.8733 -5.4474 -1.2655 0.0489 -0.0018 0.0273 0.354
H -4.7468 -2.5603 -0.6236 -0.0103 0.0367 0.0102 0.688
H -5.2727 -0.4536 -0.6119 0.0282 -0.1133 -0.0755 0.507
H -4.8831 1.7868 0.8431 -0.0474 0.0046 0.0366 0.470
H -2.1846 2.0230 0.9994 0.0568 -0.0379 -0.0617 0.662
H 2.6469 0.2018 -5.0749 0.0091 0.0138 -0.0150 0.714
H 3.7173 -1.0956 -3.4002 -0.0783 0.0449 -0.1393 0.625
H 4.8515 0.1582 -1.2686 0.0491 -0.0349 -0.0138 0.510
H 2.7960 1.4589 -0.0818 -0.1307 -0.1684 0.1374 0.898
C -1.7251 -0.2349 6.2575 -0.0515 -0.0340 0.0719 -0.523
C -0.5826 -0.8637 5.7854 0.1129 -0.0443 -0.0235 -0.674
C 0.0251 -0.4296 4.6133 -0.0543 -0.0411 0.0653 -0.139
C -0.5268 0.6562 3.9522 0.1260 0.0973 -1.1059 0.543
C -1.6636 1.3028 4.4150 -0.1333 -0.0066 0.0926 -0.717
C -2.2635 0.8526 5.5828 0.0315 0.0441 -0.1018 -0.598
Sb 0.4554 1.4331 2.1908 0.9763 -0.7739 -0.0632 1.108
C 2.1920 0.1829 2.0557 -0.5632 0.4035 0.1498 0.018
C 3.4290 0.6082 2.5200 -0.0037 -0.1521 -0.0057 -0.289
C 4.5042 -0.2725 2.4801 0.0758 0.0978 -0.1052 -0.670
C 4.3412 -1.5514 1.9674 0.0436 0.0087 0.0011 -0.625
C 3.1011 -1.9667 1.4971 -0.0591 0.0097 -0.1083 -0.910
C 2.0283 -1.0874 1.5120 0.0543 -0.0856 0.2603 -0.475
C 1.2387 3.2433 3.1015 -0.6627 -0.3744 -1.0693 0.490
C 1.0022 4.4601 2.4808 0.2683 0.1655 -0.0331 -0.628
C 1.5563 5.6101 3.0305 -0.1651 -0.1037 -0.0331 -0.604
C 2.3076 5.5205 4.1917 0.0764 0.1686 0.0351 -0.540
C 2.5352 4.2938 4.7993 -0.1780 -0.1280 0.0483 -0.720
C 1.9762 3.1373 4.2700 0.0376 -0.1044 0.0710 -0.309
H -2.2034 -0.5986 7.1571 0.0317 0.0357 0.0276 0.422
H -0.1516 -1.6961 6.3252 -0.0441 -0.0148 0.0291 0.423
H 0.9146 -0.9246 4.2449 -0.0016 -0.0158 -0.0056 0.428
H -2.0816 2.1543 3.8910 0.0095 0.0480 0.0310 0.392
H -3.1449 1.3534 5.9585 -0.0149 -0.0201 0.0383 0.422
H 3.5664 1.6147 2.8921 0.0169 -0.0293 0.1085 0.594
H 5.4677 0.0501 2.8510 0.0433 -0.0275 -0.0332 0.440
H 5.1881 -2.2215 1.9187 -0.0022 -0.0670 0.1003 0.442
H 2.9682 -2.9756 1.1309 0.0442 -0.0164 -0.0816 0.469
H 1.0617 -1.3925 1.1151 0.0564 -0.0881 0.1129 0.553
H 0.4088 4.5264 1.5778 0.0324 0.0164 -0.0329 0.334
H 1.3917 6.5621 2.5456 -0.0128 0.0587 0.0815 0.424
H 2.7045 6.4203 4.6418 0.0962 -0.0094 -0.0485 0.425
H 3.1308 4.2262 5.6990 -0.0266 0.0490 0.0469 0.419
H 2.1104 2.1890 4.7768 0.0339 -0.0109 -0.0258 0.590
```
Positions in Å, forces in eV/Å.

Output
energy: -57148.0320 eV
HOMO (alpha / beta): -15.61 / -15.61 eV
gap between HOMO and LUMO (alpha / beta): 0.14559 / 0.14632 Eh
E_LUMO (alpha / beta): -11.65 / -11.63 eV
largest force on an atom: 0.039 hartree/bohr
charge: +3

C13H14N2O3S3 in the gas phase in a non-equilibrium geometry, computed with wB97M-V/def2-TZVPD.

Structure (XYZ):
```
35
Properties=species:S:1:pos:R:3:forces:R:3:mulliken_charge:R:1
C -2.5228 -1.3999 4.8746 0.3561 -0.1304 0.0915 -0.636
H -2.0833 -2.2679 4.3797 -0.0274 0.0591 0.0544 0.301
H -3.1464 -1.7097 5.7087 0.0206 0.0209 -0.0446 0.219
H -1.7196 -0.7441 5.2159 -0.0616 -0.0757 -0.0044 0.291
O -3.3787 -0.7030 3.9775 -0.4285 0.0406 0.1117 -0.305
C -2.8069 -0.2126 2.8753 0.0254 0.2504 -0.2176 0.575
O -1.6397 -0.3123 2.6167 0.0892 -0.0156 0.0451 -0.553
C -3.8433 0.4466 1.9920 0.0782 -0.3526 -0.2034 -0.470
H -3.4340 1.3154 1.4804 -0.0153 -0.0039 0.1489 0.297
H -4.7459 0.6742 2.5538 0.0271 0.0366 -0.0784 0.419
S -4.3128 -0.7571 0.6975 -0.4113 -0.0264 0.4155 -0.166
C -3.1783 -0.3137 -0.5318 0.1217 -0.2789 -0.5402 0.448
N -2.4665 0.7592 -0.5315 -1.0022 -0.1606 1.4079 -0.488
N -1.6951 0.8904 -1.5961 0.9940 0.2792 -1.3833 -0.184
C -1.7943 -0.0775 -2.4420 -0.4856 -0.4287 0.2055 0.423
S -0.9388 -0.1951 -3.9298 0.2584 0.0825 -0.6062 -0.120
C 0.2910 1.1610 -3.6931 -0.3921 -0.3412 0.0804 -1.251
C 1.3780 0.7318 -2.7680 0.0613 0.1076 0.1471 0.359
C 1.3702 1.1143 -1.4346 0.0349 0.0407 -0.2522 -0.531
C 2.3574 0.6867 -0.5640 0.3202 -0.1471 0.2552 -0.395
C 3.3770 -0.1411 -1.0209 -0.1461 0.0529 -0.1452 0.930
C 3.3878 -0.5286 -2.3632 0.1019 -0.0437 0.1459 -0.602
C 2.3995 -0.1006 -3.2201 -0.0030 0.0917 0.1780 -0.495
H 2.4121 -0.4163 -4.2534 0.0303 -0.0491 -0.1223 0.372
H 4.1835 -1.1714 -2.7049 0.1045 -0.0771 -0.0415 0.415
O 4.3953 -0.6214 -0.2576 -0.0168 -0.0723 -0.2917 -0.451
C 4.4305 -0.2811 1.1076 -0.0009 0.0558 0.1999 -0.807
H 5.3091 -0.7809 1.5127 -0.0743 0.0576 0.0186 0.236
H 3.5378 -0.6345 1.6332 0.0240 0.0282 -0.0206 0.324
H 4.5321 0.7998 1.2494 -0.0224 -0.0407 -0.0017 0.327
H 2.3128 1.0011 0.4663 0.0338 0.0096 0.1105 0.374
H 0.5774 1.7468 -1.0661 -0.0430 0.0407 0.0090 0.378
H -0.2648 2.0152 -3.3139 0.0871 0.0620 -0.1093 0.418
H 0.6603 1.3543 -4.6995 -0.0642 0.0478 0.0018 0.547
S -2.9407 -1.3280 -1.9508 0.4261 0.8800 0.4359 -0.198
```
Positions in Å, forces in eV/Å.

Output
SMILES: COC(=O)CSc1nnc(SCc2ccc(OC)cc2)s1
energy relative to the best compared isomer or geometry (same formula, charge and spin): 0.0 kcal per mole
energy: -55335.6030 eV
HOMO: -8.14 eV
gap between HOMO and LUMO: 0.32257 Eh
E_LUMO: 0.63 eV
largest force on an atom: 0.034 hartree/bohr
charge: 0

C4H8FN in the gas phase in a non-equilibrium geometry, computed with wB97M-V/def2-TZVPD.

Structure (XYZ):
```
14
Properties=species:S:1:pos:R:3:forces:R:3:mulliken_charge:R:1
C -0.8540 -0.3014 -0.8980 0.7232 -1.0603 -1.7744 -0.088
C -0.1775 -0.1313 0.4393 5.0146 -0.3403 -1.1666 -0.836
C 1.0484 0.8712 0.5380 0.0123 -2.1494 -0.2676 -0.477
C 2.3400 0.5788 0.5051 -0.3672 -2.7622 -0.1087 -0.076
H -2.2465 -1.0985 0.3240 -0.3439 0.4364 -1.0310 0.201
H -2.8429 -0.9046 -1.2476 0.8428 0.3658 0.7730 0.215
H -0.3931 -1.2322 -1.4694 -0.6667 1.8548 0.8672 0.189
H -0.8338 0.5983 -1.5813 0.5038 -0.8887 0.8066 0.280
H -0.8340 0.2942 1.0520 -3.0064 1.8773 2.4755 0.456
H 0.0441 -1.1092 0.9474 0.1722 0.6862 -0.8310 0.353
H 0.9123 1.8890 0.7888 -0.8530 1.0509 0.0315 0.344
H 2.7978 -0.4638 0.3823 -0.7079 1.6493 0.0416 0.294
N -2.2230 -0.4933 -0.5206 -1.9170 -1.3143 0.1911 -0.610
F 3.2622 1.5028 0.7400 0.5933 0.5942 -0.0071 -0.246
```
Positions in Å, forces in eV/Å.

Output
SMILES: NCC/C=C/F
energy relative to the best compared isomer or geometry (same formula, charge and spin): 34.7 kcal per mole
energy: -8483.5337 eV
HOMO: -9.29 eV
gap between HOMO and LUMO: 0.38335 Eh
E_LUMO: 1.14 eV
largest force on an atom: 0.100 hartree/bohr
charge: 0

C3H4NOS2 as an isolated structure in a non-equilibrium geometry, computed with wB97M-V/def2-TZVPD.

Structure (XYZ):
```
11
Properties=species:S:1:pos:R:3:forces:R:3:mulliken_charge:R:1
C 0.9086 1.9551 -0.7551 -1.0633 -0.3177 0.2283 0.273
C 1.1080 0.7357 0.1736 -0.3517 -0.7953 -1.3822 0.024
C 0.0876 -0.1934 -1.5008 1.8117 -0.3926 2.7177 -0.134
N -0.1786 0.0201 0.2245 -1.1907 -0.0062 -2.4133 -0.373
O 1.1285 3.0667 -0.4525 0.4925 0.4660 -0.1300 -0.355
S -0.0120 1.3865 -2.2055 -0.2968 -0.0109 -0.5138 -0.022
S 1.8592 -0.5573 -0.8245 -0.1565 0.2794 -0.8994 -0.037
H 1.5021 1.1496 1.0252 1.0823 0.2130 2.4411 0.527
H -0.3757 -1.0992 -1.8029 -0.8395 -0.2493 -0.7448 0.480
H -0.2782 -0.9491 0.5197 1.0036 0.0238 0.5975 0.322
H -1.0189 0.4979 0.5061 -0.4917 0.7900 0.0988 0.295
```
Positions in Å, forces in eV/Å.

Output
energy relative to the best compared isomer or geometry (same formula, charge and spin): 24.6 kcal per mole
energy: -28374.3705 eV
HOMO: -14.43 eV
gap between HOMO and LUMO: 0.36196 Eh
E_LUMO: -4.58 eV
largest force on an atom: 0.064 hartree/bohr
charge: +1

C35H35AlN5O2P2 as an isolated structure in a non-equilibrium geometry, computed with wB97M-V/def2-TZVPD.

Structure (XYZ):
```
80
Properties=species:S:1:pos:R:3:forces:R:3:mulliken_charge:R:1
Al -0.0317 0.0130 0.2682 0.0421 -0.0068 0.4574 -1.251
O 1.6350 0.2286 -0.1294 1.0845 -0.3018 -0.8369 0.231
C 2.7794 0.5355 0.4656 0.0306 0.0681 0.4703 0.453
C 3.9718 0.5084 -0.2597 -0.1451 -0.0726 -0.0505 -0.721
C 5.1659 0.8656 0.3277 -0.1520 -0.0022 0.0864 -0.589
C 5.1968 1.2810 1.6545 0.1149 0.0935 0.1365 -0.805
C 4.0298 1.3196 2.3859 -0.1073 -0.0939 -0.0034 -0.856
C 2.8024 0.9312 1.8252 0.5275 -0.1100 -0.5528 0.885
C 1.5983 1.0134 2.5964 -0.7440 0.0241 0.2062 -0.175
N 0.4431 0.6631 2.1340 0.8216 -0.0605 -0.7786 1.264
N -0.6756 0.8855 2.8800 -0.4614 0.1889 1.2201 -1.212
C -1.7212 0.8539 2.1173 0.6144 0.1450 0.2123 0.079
O -1.5973 0.6399 0.8249 -0.8913 0.1295 0.0505 0.091
C -3.0609 1.0930 2.6528 -0.5193 0.1170 -0.0919 0.446
C -4.0521 1.5156 1.7640 0.2029 -0.0421 0.0086 -0.368
C -5.3333 1.7620 2.2147 -0.0876 0.0018 0.0068 -0.759
C -5.6406 1.5745 3.5537 0.0021 0.0641 -0.0464 -0.550
C -4.6603 1.1610 4.4430 -0.0306 0.0300 0.0103 -0.758
C -3.3703 0.9280 4.0021 0.1651 0.0246 -0.2491 -0.486
H 3.9400 0.1995 -1.2923 -0.0595 -0.0510 -0.1577 0.417
H 6.0741 0.8256 -0.2540 0.1008 0.0244 -0.0264 0.448
H 6.1326 1.5819 2.1010 0.0160 0.0055 0.0710 0.410
H 4.0530 1.6540 3.4143 -0.0262 0.0036 0.0853 0.432
H 1.6610 1.4339 3.5999 -0.1399 -0.0417 0.0005 0.436
H -3.7917 1.6695 0.7259 -0.0297 -0.0181 -0.0731 0.527
H -6.0911 2.1040 1.5243 -0.0441 0.0131 -0.0208 0.453
H -6.6424 1.7717 3.9015 -0.1073 -0.0170 0.0797 0.412
H -4.9057 1.0282 5.4856 0.0208 -0.0027 0.1062 0.552
H -2.5967 0.6215 4.6861 0.1013 -0.0412 0.1160 0.716
C -2.3041 -2.3173 -2.5652 0.1141 0.2111 0.2313 -1.546
P -2.1864 -1.0602 -1.2095 -0.9981 -0.6754 -0.7397 1.255
C -3.6374 -1.5959 -0.2047 0.3560 0.0952 0.0353 -1.456
C -2.8683 0.3766 -2.1186 0.1810 0.0415 0.1184 0.188
C -4.1863 0.4441 -2.5593 0.0385 0.0388 -0.0494 -0.816
C -4.6128 1.5145 -3.3269 -0.0644 -0.0990 0.0093 -0.962
C -3.7414 2.5467 -3.6319 0.0095 0.0330 -0.0057 -0.780
C -2.4411 2.5101 -3.1662 0.0568 0.0478 -0.0829 -0.867
C -1.9926 1.4213 -2.4310 0.0717 -0.1073 0.3307 0.381
P -0.2791 1.2815 -1.8409 -0.0619 0.7562 -0.7643 1.746
C 0.5936 0.7791 -3.3772 0.0308 -0.1020 0.3670 -1.306
C 0.2986 3.0066 -1.6455 -0.0147 -0.2009 0.2029 -1.649
H -3.2756 -2.2568 -3.0536 -0.0252 -0.0482 -0.0203 0.462
H -2.1688 -3.3187 -2.1587 0.0471 -0.0607 0.0242 0.428
H -1.5268 -2.1299 -3.3025 0.0487 -0.0428 -0.0953 0.328
H -4.5003 -1.8114 -0.8323 -0.0073 0.0072 -0.0125 0.783
H -3.8873 -0.8200 0.5179 -0.0406 -0.0329 0.0085 0.183
H -3.3783 -2.5061 0.3373 -0.0692 -0.0214 -0.0160 0.340
H -4.8899 -0.3398 -2.3213 -0.0296 -0.0921 0.0012 0.364
H -5.6256 1.5350 -3.6998 -0.1073 0.0337 0.0142 0.443
H -4.0741 3.3749 -4.2360 -0.0609 0.1389 -0.0459 0.433
H -1.7730 3.3305 -3.3848 0.0303 0.0585 -0.0666 0.325
H 0.3867 1.4996 -4.1702 -0.0319 -0.0322 0.0616 0.465
H 0.2536 -0.2067 -3.6921 0.0161 -0.0177 -0.0234 0.273
H 1.6661 0.7434 -3.1889 0.0222 -0.0254 -0.0045 0.376
H 0.2763 3.5745 -2.5744 -0.0296 -0.0542 -0.0233 0.543
H 1.3285 2.9644 -1.2889 0.0208 0.0370 0.0151 0.393
H -0.3106 3.5095 -0.8932 0.0273 0.0132 -0.0182 0.433
C 0.9216 -4.1195 0.4025 -0.1173 0.0770 0.0436 -1.182
C 0.9600 -2.7434 0.2574 0.4097 -0.2640 -0.1872 -0.182
N 0.0247 -1.9465 0.7690 0.1808 0.2782 0.0426 0.579
C -0.9719 -2.4824 1.4662 -0.3697 -0.3887 0.2601 -0.404
C -1.1432 -3.8584 1.6058 0.5323 0.2379 -0.2751 0.221
C -0.1594 -4.6860 1.0496 -0.1150 0.4024 0.1069 -0.770
C -2.3793 -4.4512 2.1021 -0.5124 -0.0625 0.3035 -0.871
C -3.2148 -4.0541 3.0667 0.0726 -0.4060 -0.4360 -0.382
C -3.0235 -3.0626 4.1186 0.4735 0.4067 0.5628 0.571
C -1.7675 -2.7301 4.6333 -0.2999 0.0184 0.0321 -0.197
C -1.7526 -1.9578 5.7837 0.0996 -0.0915 -0.2525 -0.429
N -2.8643 -1.5153 6.3466 0.0722 0.3259 0.4792 -0.522
C -4.0005 -1.8458 5.7605 -0.1426 0.0651 0.0578 -0.340
N -4.1391 -2.6030 4.6919 -0.1817 -0.3490 -0.4128 -0.557
H 1.6993 -4.7377 -0.0150 0.1055 0.0219 -0.0810 0.477
H 1.7422 -2.2526 -0.3002 0.1313 0.0494 -0.0370 0.507
H -1.6852 -1.7874 1.8867 -0.1415 -0.0159 -0.0260 1.022
H -0.2616 -5.7582 1.1264 0.0050 -0.1138 -0.0126 0.616
H -2.6654 -5.3240 1.5281 -0.1717 -0.0637 -0.0026 0.460
H -4.1564 -4.5791 3.1672 -0.0210 -0.0713 -0.0376 0.447
H -0.8576 -3.1077 4.1962 0.1010 -0.0454 0.0167 0.513
H -0.8312 -1.6953 6.2856 0.1448 -0.0057 -0.0543 0.434
H -4.9093 -1.4780 6.2174 -0.0851 0.0229 0.0210 0.511
```
Positions in Å, forces in eV/Å.

Output
energy relative to the best compared isomer or geometry (same formula, charge and spin): 3.6 kcal per mole
energy: -73582.9247 eV
HOMO: -10.49 eV
gap between HOMO and LUMO: 0.27320 Eh
E_LUMO: -3.06 eV
largest force on an atom: 0.027 hartree/bohr
charge: +1

C4H7PS in the gas phase in a non-equilibrium geometry, computed with wB97M-V/def2-TZVPD.

Structure (XYZ):
```
13
Properties=species:S:1:pos:R:3:forces:R:3:mulliken_charge:R:1
C -1.3518 -1.1095 0.3217 2.9776 2.9050 -0.8198 -0.410
C -0.2982 1.1102 0.3598 1.2552 -1.4833 -1.1500 -0.653
C -1.2447 0.1399 -0.1820 -3.6469 0.2280 -3.7356 0.244
C 2.0185 -0.8367 0.3842 2.0299 0.0547 -0.8112 -0.881
P 0.2284 -0.5060 1.1217 3.2076 -1.2931 2.7655 -0.087
S -1.9968 0.6719 -1.8637 0.2810 -1.3310 0.3541 -0.288
H -1.7163 -1.9860 -0.1365 -0.7067 -0.6440 -0.1444 0.402
H 0.2190 1.7148 -0.4337 -0.3042 -0.8625 1.0953 0.332
H -0.6674 1.6269 1.1755 -0.7290 1.6425 1.3079 0.358
H 2.2901 -0.5776 -0.7061 -0.9253 -0.3792 1.3580 0.304
H 2.7051 -0.0904 0.9726 -1.5700 -1.2086 -0.7074 0.250
H 2.5629 -1.8765 0.5557 -1.7759 1.9059 -0.0516 0.291
H -2.7487 1.7191 -1.5691 -0.0932 0.4658 0.5391 0.141
```
Positions in Å, forces in eV/Å.

Output
SMILES: C[P@]12=C[C@@]1(S)C2
energy relative to the best compared isomer or geometry (same formula, charge and spin): 62.7 kcal per mole
energy: -24381.6820 eV
HOMO: -7.61 eV
gap between HOMO and LUMO: 0.30484 Eh
E_LUMO: 0.69 eV
largest force on an atom: 0.102 hartree/bohr
charge: 0